1.
C50H40N10Zr as an isolated structure. Source: the OMol25 dataset; level of theory: ωB97M-V with the def2-TZVPD basis set.

Each line ends with the Mulliken charge.
CARTESIAN COORDINATES (ANGSTROEM)
Zr  0.28  0.07  -1.52  1.129
C  2.51  2.36  3.99  -0.884
C  1.47  3.31  3.84  -0.768
C  0.79  3.44  2.66  -0.395
C  1.16  2.59  1.60  0.645
C  0.67  2.47  0.26  -0.173
N  1.38  1.46  -0.37  -0.180
C  2.32  0.97  0.50  -0.048
N  3.25  0.05  0.20  -0.354
C  3.27  -0.64  -0.89  -0.458
C  4.34  -1.54  -1.30  0.659
C  5.57  -1.82  -0.72  -0.256
C  6.37  -2.74  -1.36  -0.725
C  5.96  -3.37  -2.55  -0.664
C  4.74  -3.09  -3.12  -0.362
C  3.93  -2.16  -2.48  0.555
C  2.61  -1.65  -2.79  -0.440
N  1.89  -2.06  -3.83  -0.501
C  0.75  -1.53  -4.19  -0.233
N  0.07  -0.50  -3.56  -0.034
C  -0.92  -0.04  -4.42  -0.146
N  -1.62  1.06  -4.31  -0.461
C  -1.44  1.97  -3.35  -0.402
N  -0.61  1.88  -2.28  -0.139
C  -0.80  3.01  -1.47  -0.477
N  -0.28  3.22  -0.30  -0.367
C  -1.78  3.86  -2.12  0.728
C  -2.31  5.09  -1.75  -0.363
C  -3.24  5.65  -2.60  -0.657
C  -3.65  5.00  -3.78  -0.724
C  -3.12  3.77  -4.14  -0.286
C  -2.18  3.21  -3.29  0.617
C  -0.98  -0.94  -5.57  0.073
C  -1.81  -0.94  -6.68  -0.207
C  -1.58  -1.91  -7.64  -0.688
C  -0.54  -2.84  -7.49  -0.658
C  0.30  -2.82  -6.39  -0.281
C  0.05  -1.86  -5.42  0.284
N  2.25  -0.72  -1.86  -0.008
C  2.19  1.66  1.76  0.533
C  2.89  1.54  2.96  -0.226
H  3.03  2.31  4.94  0.460
H  1.22  3.94  4.68  0.483
H  0.01  4.17  2.53  0.663
H  5.89  -1.32  0.19  0.595
H  7.35  -2.98  -0.95  0.437
H  6.63  -4.08  -3.02  0.430
H  4.42  -3.57  -4.04  0.587
H  -1.99  5.60  -0.85  0.604
H  -3.68  6.61  -2.36  0.441
H  -4.38  5.48  -4.42  0.432
H  -3.42  3.28  -5.06  0.596
H  -2.60  -0.20  -6.79  0.583
H  -2.20  -1.95  -8.52  0.429
H  -0.38  -3.58  -8.27  0.427
H  1.12  -3.52  -6.29  0.580
H  3.71  0.83  3.07  0.662
C  -2.97  2.45  4.02  -1.499
C  -3.94  1.74  3.07  1.972
C  -4.63  0.58  3.81  -1.600
C  -5.00  2.75  2.60  -2.108
C  -3.17  1.16  1.90  0.632
C  -3.53  1.37  0.57  -0.653
C  -2.74  0.86  -0.44  -1.175
N  -1.65  0.11  -0.22  -0.131
C  -1.36  -0.20  1.07  0.128
C  -2.07  0.33  2.12  -0.657
C  -0.27  -1.20  1.23  0.197
C  0.09  -1.73  2.46  -0.436
C  1.03  -2.75  2.54  0.736
C  1.53  -3.24  1.33  -1.087
C  1.16  -2.64  0.15  -1.038
N  0.30  -1.61  0.09  0.000
C  1.52  -3.32  3.86  2.098
C  3.02  -3.00  3.96  -1.397
C  1.31  -4.84  3.87  -1.671
C  0.80  -2.70  5.06  -2.134
H  -3.53  2.88  4.85  0.493
H  -2.44  3.27  3.51  0.281
H  -2.22  1.78  4.44  0.341
H  -5.21  0.97  4.65  0.459
H  -3.91  -0.13  4.20  0.326
H  -5.32  0.05  3.15  0.375
H  -5.48  3.19  3.48  0.434
H  -5.79  2.27  2.01  0.409
H  -4.56  3.56  2.02  0.454
H  -4.39  1.96  0.30  0.588
H  -2.98  1.07  -1.48  0.744
H  -1.77  0.10  3.14  0.500
H  -0.37  -1.35  3.36  0.609
H  2.22  -4.07  1.30  0.532
H  1.58  -2.98  -0.79  0.692
H  3.59  -3.44  3.14  0.371
H  3.42  -3.42  4.89  0.458
H  3.20  -1.93  3.97  0.219
H  1.88  -5.34  3.09  0.310
H  0.26  -5.10  3.74  0.399
H  1.64  -5.24  4.83  0.473
H  0.97  -1.63  5.12  0.405
H  1.19  -3.15  5.97  0.437
H  -0.27  -2.89  5.03  0.449

## Properties
LUMO level = -6.83 eV
HOMO-LUMO gap = 0.172 Eh
charge = +2

2.
C50H41N9O3S3Ti as an isolated structure. Source: the OMol25 dataset; level of theory: ωB97M-V with the def2-TZVPD basis set.

Each line ends with the Mulliken charge.
CARTESIAN COORDINATES (ANGSTROEM)
Ti  1.52  0.00  0.08  0.091
O  5.19  -4.68  -3.74  -0.729
C  5.56  -4.36  -2.60  0.366
O  6.52  -4.72  -1.89  -0.730
C  4.59  -3.38  -1.88  -1.205
C  3.44  -2.94  -2.51  -0.964
C  2.58  -2.08  -1.85  0.974
N  2.85  -1.60  -0.61  1.221
C  3.95  -2.06  0.01  0.716
C  4.82  -2.95  -0.59  -0.962
C  4.15  -1.57  1.39  0.074
C  5.16  -2.06  2.21  -0.840
C  5.32  -1.52  3.47  -0.905
C  4.49  -0.48  3.86  -1.082
C  3.51  -0.05  2.98  -0.419
N  3.32  -0.60  1.78  0.886
C  1.29  -1.67  -2.44  0.006
C  0.82  -2.21  -3.63  -0.859
C  -0.40  -1.82  -4.12  -1.377
C  -1.14  -0.88  -3.42  -0.808
C  -0.62  -0.38  -2.24  0.124
N  0.56  -0.76  -1.75  1.656
H  3.27  -3.32  -3.51  0.755
H  5.72  -3.32  -0.11  0.688
H  5.80  -2.86  1.88  0.463
H  6.09  -1.89  4.13  0.442
H  4.59  0.00  4.82  0.502
H  2.87  0.78  3.24  0.689
H  1.41  -2.95  -4.16  0.600
H  -0.77  -2.23  -5.05  0.483
H  -2.11  -0.54  -3.76  0.287
H  -1.17  0.35  -1.66  -0.249
N  2.96  4.06  1.08  -0.504
C  2.54  2.76  1.04  0.446
S  3.32  1.73  -0.13  -0.568
N  1.58  2.45  1.87  -1.800
N  1.10  1.16  1.72  3.114
C  0.50  0.59  2.77  -0.502
C  0.23  1.31  4.03  0.171
C  -0.58  2.44  4.05  0.032
C  -0.84  3.11  5.23  -0.910
C  -0.28  2.67  6.42  -0.577
C  0.54  1.54  6.42  -1.027
C  0.79  0.87  5.23  -0.280
C  0.20  -0.79  2.61  -0.134
C  -0.42  -1.60  3.59  -0.983
C  -0.63  -2.93  3.35  -0.759
C  -0.23  -3.48  2.12  -1.200
C  0.35  -2.66  1.20  -0.481
N  0.57  -1.35  1.40  1.943
H  3.85  4.26  0.64  0.268
H  2.75  4.57  1.92  0.254
H  -1.02  2.79  3.12  0.228
H  -1.47  3.99  5.23  0.437
H  -0.47  3.19  7.35  0.394
H  0.98  1.19  7.34  0.419
H  1.43  0.00  5.23  0.532
H  -0.72  -1.15  4.53  0.604
H  -1.10  -3.55  4.11  0.466
H  -0.38  -4.53  1.89  0.513
H  0.68  -3.04  0.24  0.341
N  -0.77  3.43  0.27  0.182
C  -0.22  3.26  -0.96  -0.718
N  0.54  2.27  -1.32  1.042
C  0.95  2.43  -2.64  -0.599
C  1.88  1.64  -3.31  -0.490
C  2.18  1.91  -4.64  -1.053
C  1.57  2.98  -5.31  -0.654
C  0.69  3.81  -4.64  -0.566
C  0.40  3.53  -3.31  1.012
S  -0.59  4.44  -2.21  -0.171
H  -0.21  3.01  1.01  -0.323
H  -1.01  4.39  0.48  0.300
H  2.39  0.84  -2.79  0.245
H  2.90  1.30  -5.16  0.471
H  1.82  3.17  -6.34  0.402
H  0.25  4.66  -5.14  0.466
O  -1.71  0.64  0.24  -0.614
S  -2.79  0.92  1.23  0.722
C  -4.25  1.56  0.29  -1.622
C  -4.13  1.44  -1.20  0.301
C  -4.87  0.50  -1.92  -0.245
C  -4.77  0.45  -3.30  -0.565
C  -3.93  1.32  -3.98  -0.828
C  -3.18  2.25  -3.27  -0.235
C  -3.28  2.30  -1.89  -0.029
C  -3.49  -0.68  1.73  -0.708
C  -3.96  -1.55  0.62  0.045
C  -5.31  -1.88  0.52  -0.636
C  -5.77  -2.70  -0.51  -0.628
C  -4.87  -3.17  -1.46  -0.602
C  -3.53  -2.85  -1.36  -0.910
C  -3.07  -2.05  -0.32  0.921
H  -4.30  2.62  0.57  0.626
H  -5.13  1.06  0.68  0.645
H  -5.52  -0.18  -1.40  0.605
H  -5.36  -0.27  -3.85  0.408
H  -3.86  1.29  -5.06  0.394
H  -2.51  2.93  -3.78  0.361
H  -2.71  3.03  -1.33  0.280
H  -4.29  -0.44  2.44  0.735
H  -2.68  -1.13  2.30  -0.263
H  -6.01  -1.51  1.26  0.385
H  -6.82  -2.95  -0.57  0.393
H  -5.23  -3.80  -2.27  0.430
H  -2.82  -3.23  -2.10  0.479
H  -2.02  -1.81  -0.24  0.276

## Properties
LUMO level (spin up / spin down) = -0.51 / -0.72 eV
energy above the lowest of the compared OMol25 structures with the same formula, charge and spin = 73.4 kJ/mol
multiplicity = 3
HOMO-LUMO gap (spin up / spin down) = 0.205 / 0.257 Eh

3.
C50H42F5MoN7O6STe as an isolated structure. Source: the OMol25 dataset; level of theory: ωB97M-V with the def2-TZVPD basis set.

Each line ends with the Mulliken charge.
CARTESIAN COORDINATES (ANGSTROEM)
Mo  -0.61  -1.89  0.31  -0.733
N  -4.32  0.20  -0.17  -0.052
C  -3.36  -0.77  -0.23  -0.594
S  -1.93  -0.41  -1.21  -0.178
N  -3.50  -1.85  0.43  -1.133
N  -2.44  -2.71  0.36  1.820
C  -2.78  -3.97  0.25  -0.581
C  -1.86  -4.99  -0.13  -0.156
C  -2.20  -6.35  0.02  -0.511
C  -1.32  -7.34  -0.34  -0.805
C  -0.10  -7.00  -0.93  -0.564
C  0.23  -5.69  -1.18  -0.246
C  -0.62  -4.65  -0.75  0.859
O  -0.29  -3.40  -0.94  -0.881
H  -4.39  0.82  -0.96  0.211
H  -5.17  -0.04  0.31  0.219
H  -3.83  -4.21  0.40  0.424
H  -3.16  -6.59  0.46  0.453
H  -1.57  -8.38  -0.18  0.397
H  0.60  -7.78  -1.20  0.421
H  1.15  -5.42  -1.67  0.586
C  0.71  -4.72  3.43  -0.915
C  1.64  -3.93  4.09  -1.180
C  1.76  -2.61  3.71  -0.734
C  1.00  -2.12  2.65  0.439
N  0.15  -2.92  1.95  2.220
C  0.01  -4.18  2.37  -0.246
C  0.97  -0.72  2.29  0.508
C  2.04  0.13  2.57  -0.897
C  1.92  1.48  2.33  -1.703
C  0.67  1.95  1.95  -0.149
C  -0.35  1.06  1.66  -1.239
N  -0.17  -0.29  1.67  1.127
H  0.54  -5.75  3.71  0.579
H  2.23  -4.32  4.91  0.427
H  2.44  -1.94  4.22  0.498
H  -0.70  -4.79  1.83  0.105
H  2.96  -0.30  2.93  0.440
H  2.75  2.15  2.47  0.425
H  0.49  3.00  1.86  0.646
H  -2.25  0.94  0.88  -0.715
O  3.01  -0.23  -0.68  -0.791
C  2.48  -1.31  -0.44  -0.502
O  1.22  -1.42  -0.20  0.546
C  3.30  -2.56  -0.39  0.002
C  2.78  -3.76  0.09  0.607
C  3.57  -4.88  0.19  -0.493
C  4.90  -4.82  -0.24  -0.514
C  5.43  -3.63  -0.74  -0.462
C  4.63  -2.51  -0.80  -0.848
N  5.71  -5.99  -0.16  1.004
O  5.21  -7.02  0.27  -0.623
O  6.88  -5.91  -0.53  -0.638
H  1.74  -3.81  0.38  0.720
H  3.19  -5.81  0.60  0.573
H  6.46  -3.61  -1.06  0.520
H  5.02  -1.57  -1.16  0.557
F  -2.58  -3.71  3.35  -0.140
C  -2.86  -2.42  3.84  -1.933
F  -2.20  -1.57  2.91  0.671
C  -4.35  -2.21  3.65  1.247
F  -4.66  -0.91  3.47  -0.239
F  -5.01  -2.59  4.78  -0.307
F  -4.99  -2.89  2.66  -0.290
C  4.87  6.17  0.23  -1.629
C  3.70  5.33  -0.22  0.926
C  2.41  5.63  0.17  -1.008
C  1.32  4.86  -0.24  1.107
C  -0.05  5.31  0.19  -2.168
C  1.55  3.76  -1.07  0.082
Te  -0.01  2.37  -1.58  0.443
N  -1.61  1.56  1.36  1.672
C  -2.16  2.68  1.95  0.199
O  -1.60  3.37  2.77  -0.664
C  -3.54  2.97  1.45  0.283
C  -4.63  2.92  2.32  -0.259
C  -5.89  3.21  1.84  -0.695
C  -6.08  3.58  0.52  -0.431
C  -4.99  3.66  -0.34  -0.815
C  -3.72  3.33  0.12  -0.069
C  -0.28  3.24  -3.51  0.465
C  0.26  4.49  -3.79  -0.173
C  0.13  5.06  -5.05  -1.033
C  -0.54  4.38  -6.05  -0.660
C  -1.09  3.14  -5.77  -0.774
C  -0.99  2.56  -4.51  0.873
C  -1.61  1.23  -4.24  -1.148
C  2.84  3.49  -1.53  1.382
C  3.10  2.42  -2.54  -1.500
C  3.90  4.26  -1.08  -1.058
H  4.56  6.94  0.93  0.376
H  5.33  6.65  -0.63  0.338
H  5.63  5.54  0.71  0.341
H  2.24  6.49  0.82  0.349
H  -0.11  6.40  0.17  0.549
H  -0.28  5.00  1.21  0.365
H  -0.81  4.90  -0.47  0.232
H  -4.48  2.63  3.35  0.495
H  -6.74  3.15  2.51  0.400
H  -7.07  3.81  0.15  0.392
H  -5.12  3.96  -1.37  0.437
H  -2.87  3.37  -0.54  0.565
H  0.80  5.02  -3.02  0.504
H  0.57  6.03  -5.25  0.445
H  -0.64  4.81  -7.04  0.357
H  -1.62  2.61  -6.55  0.351
H  -2.10  0.83  -5.13  0.429
H  -2.35  1.31  -3.45  0.152
H  -0.86  0.51  -3.90  0.239
H  2.53  2.62  -3.45  0.239
H  2.81  1.45  -2.15  0.010
H  4.16  2.38  -2.79  0.450
H  4.90  4.03  -1.42  0.382

## Properties
LUMO level (spin up / spin down) = 0.96 / 0.96 eV
multiplicity = 2
HOMO-LUMO gap (spin up / spin down) = 0.168 / 0.168 Eh
charge = -1

4.
C50H43AsN6O2RuS3 as an isolated structure. Source: the OMol25 dataset; level of theory: ωB97M-V with the def2-TZVPD basis set.

Each line ends with the Mulliken charge.
CARTESIAN COORDINATES (ANGSTROEM)
Ru  -0.60  -0.05  0.88  -0.297
C  -2.77  -3.97  -1.06  -0.900
N  -3.15  -3.11  0.07  0.238
C  -4.46  -2.81  0.43  -0.602
C  -4.41  -2.01  1.51  -0.451
N  -3.06  -1.86  1.81  0.547
C  -2.30  -2.52  0.91  0.224
S  -0.58  -2.48  0.90  -0.358
C  -2.49  -1.09  2.88  0.192
C  -2.49  -1.75  4.18  -0.818
C  -1.89  -1.18  5.22  -0.874
C  -1.26  0.16  5.11  -0.226
C  -1.36  0.78  3.70  -0.837
N  -1.98  0.03  2.59  -0.082
H  -2.97  -5.01  -0.82  0.324
H  -1.70  -3.85  -1.24  0.343
H  -3.32  -3.68  -1.94  0.389
H  -5.31  -3.18  -0.13  0.528
H  -5.20  -1.55  2.09  0.518
H  -2.97  -2.73  4.25  0.522
H  -1.85  -1.70  6.18  0.519
H  -1.60  0.81  5.92  0.714
H  -1.75  1.80  3.70  0.483
S  0.92  1.47  2.29  -0.364
C  2.54  0.79  1.95  0.504
C  3.57  1.00  2.85  -1.081
C  4.83  0.45  2.60  -0.596
C  5.04  -0.26  1.43  -0.974
C  4.03  -0.37  0.48  -0.543
C  2.78  0.18  0.71  0.084
As  1.35  0.16  -0.63  1.615
C  1.16  2.06  -0.98  0.293
C  2.10  3.01  -0.57  -0.166
C  1.88  4.36  -0.84  -0.817
C  0.73  4.77  -1.52  -0.679
C  -0.19  3.82  -1.94  -0.674
C  0.02  2.47  -1.67  -0.319
C  2.27  -0.44  -2.21  0.317
C  2.65  0.46  -3.19  -0.391
C  3.31  0.00  -4.32  -0.855
C  3.57  -1.35  -4.48  -0.621
C  3.17  -2.26  -3.50  -0.751
C  2.51  -1.81  -2.37  -0.155
H  3.40  1.58  3.75  0.655
H  5.63  0.58  3.32  0.467
H  6.01  -0.70  1.23  0.437
H  4.23  -0.87  -0.46  0.550
H  3.00  2.71  -0.07  0.531
H  2.61  5.09  -0.52  0.460
H  0.57  5.82  -1.72  0.411
H  -1.09  4.13  -2.47  0.469
H  -0.69  1.74  -2.02  0.388
H  2.45  1.52  -3.07  0.450
H  3.62  0.71  -5.08  0.452
H  4.08  -1.70  -5.37  0.432
H  3.37  -3.32  -3.63  0.461
H  2.18  -2.51  -1.62  0.501
C  5.35  1.05  11.09  -1.047
C  4.29  0.91  10.04  0.723
O  3.42  1.71  9.82  -0.504
S  4.51  -0.64  9.10  -0.261
C  3.22  -0.53  7.89  0.162
C  3.53  -0.73  6.55  -0.841
C  2.57  -0.57  5.57  -0.565
C  1.28  -0.17  5.91  0.834
C  0.95  -0.07  7.26  -0.578
C  1.90  -0.25  8.25  -0.739
C  0.26  0.16  4.91  -0.015
C  0.14  0.69  3.68  0.545
H  4.88  1.36  12.03  0.306
H  6.03  1.85  10.79  0.292
H  5.91  0.13  11.25  0.386
H  4.54  -1.02  6.28  0.439
H  2.81  -0.77  4.54  0.793
H  -0.07  0.18  7.56  0.359
H  1.63  -0.17  9.29  0.476
C  -4.09  1.20  -10.16  -1.399
C  -3.38  0.54  -9.01  0.640
C  -2.80  1.28  -7.99  -0.625
C  -2.11  0.66  -6.94  -0.306
C  -2.01  -0.72  -6.90  0.091
N  -1.30  -1.38  -5.85  -0.009
C  -1.44  -1.22  -4.51  0.183
O  -0.68  -1.75  -3.70  -0.623
N  -2.51  -0.44  -4.11  0.026
C  -2.78  0.01  -2.82  -0.234
C  -3.73  1.01  -2.65  -0.643
C  -3.96  1.53  -1.39  -1.209
C  -3.22  1.06  -0.32  -0.714
N  -2.33  0.09  -0.46  1.402
C  -2.13  -0.47  -1.68  -0.340
C  -2.59  -1.48  -7.91  -0.635
C  -3.26  -0.85  -8.95  -0.637
H  -4.25  2.26  -9.98  0.342
H  -5.06  0.74  -10.34  0.358
H  -3.51  1.10  -11.08  0.321
H  -2.87  2.36  -8.01  0.333
H  -1.62  1.27  -6.19  0.596
H  -0.61  -2.07  -6.11  0.337
H  -3.06  -0.03  -4.85  0.262
H  -4.28  1.39  -3.50  0.516
H  -4.70  2.30  -1.23  0.502
H  -3.35  1.46  0.68  0.443
H  -1.43  -1.28  -1.75  0.823
H  -2.51  -2.56  -7.88  0.442
H  -3.71  -1.46  -9.73  0.399

## Properties
LUMO level (spin up / spin down) = -5.59 / -5.59 eV
HOMO-LUMO gap (spin up / spin down) = 0.246 / 0.245 Eh
charge = +2

For the records above, the corresponding energy values read -68675.3888 -127694.4871 -108819.6226 -161497.4325 eV.